1.
Computed, not measured: a cluster of 9 separate species, C6H30O9 in total, with ωB97M-V/def2-TZVPD.

Summary:
- energy relative to the best compared isomer or geometry (same formula, charge and spin) (kJ/mol) = 206.8
- net charge = 0
- HOMO energy (Eh) = -0.3675
- structure (SMILES) = CC(C)O.CC(C)O.O.O.O.O.O.O.O

```
45
Properties=species:S:1:pos:R:3:forces:R:3
C 1.237432 -2.443596 -2.795557 0.40 0.98 -0.67
C 0.179124 -2.977121 -1.899707 1.43 -1.77 -1.19
C 0.479151 -4.366730 -1.391155 -0.68 0.00 0.93
O 0.025422 -2.114021 -0.795263 -1.01 0.20 0.03
H 1.473651 -3.103799 -3.630082 -0.27 -0.01 -0.02
H 2.185780 -2.234937 -2.300384 -0.05 -0.20 0.40
H 0.877357 -1.482369 -3.162297 0.16 0.07 -0.38
H -0.735929 -3.138327 -2.469608 -0.42 0.81 -0.03
H 1.442385 -4.410211 -0.882829 0.14 -0.30 -0.39
H 0.262936 -5.141605 -2.126629 0.60 0.03 -0.10
H -0.279801 -4.505433 -0.621178 -0.03 -0.44 0.31
H -0.882757 -2.362326 -0.607776 -0.25 0.65 1.17
C -0.290338 0.093499 2.662968 0.85 0.92 0.27
C -1.265905 1.053727 3.322966 -0.53 -0.74 1.65
C -2.711731 0.640726 3.109917 0.16 -0.27 -0.38
O -1.032456 1.078396 4.764048 0.09 0.27 -0.61
H 0.644566 0.619043 2.468393 -0.09 0.13 -0.81
H -0.738417 -0.388335 1.793961 0.35 -0.04 -0.07
H 0.114046 -0.624299 3.376647 -0.75 -0.49 0.13
H -1.186513 2.110340 3.067295 0.43 -0.15 -0.39
H -2.986270 0.785045 2.064978 -0.37 0.73 -0.03
H -3.300740 1.178028 3.853215 -0.40 -0.01 -0.49
H -2.882440 -0.433204 3.184912 0.26 -0.21 0.66
H -1.060912 0.167661 5.066302 0.01 -0.14 0.08
O 0.382063 3.879032 0.881095 0.00 -0.03 0.21
H 0.862284 4.496600 0.329523 0.28 0.16 -0.05
H -0.380564 3.632626 0.357719 -0.46 -0.14 -0.20
O 2.826901 -2.384152 0.470544 0.36 0.06 -0.08
H 2.721548 -3.118956 1.074858 0.03 -0.15 0.20
H 1.939788 -2.196583 0.163831 -0.44 0.11 -0.07
O 0.545647 0.751601 -0.654961 0.24 0.30 0.21
H -0.305494 1.182085 -0.574491 -0.18 0.41 -0.06
H 0.357213 -0.178267 -0.528201 0.05 -0.63 -0.11
O 2.482588 2.240132 1.677144 0.49 -0.16 0.34
H 3.010428 1.731936 1.061228 0.13 -0.21 -0.09
H 1.650746 2.377464 1.223917 -0.43 0.34 -0.18
O 1.389607 1.709918 -3.051236 0.10 0.30 -0.48
H 2.232454 1.456664 -3.427666 0.12 0.07 -0.27
H 1.407367 1.355035 -2.162437 -0.25 -0.31 0.70
O -1.849030 2.804249 -0.657104 0.23 -0.05 0.14
H -2.318427 3.308342 -1.321773 -0.07 0.19 -0.16
H -2.434722 2.075982 -0.450198 -0.27 -0.19 0.15
O -1.420177 2.027509 -3.769869 -0.52 -0.09 -0.10
H -2.004265 2.738347 -3.505690 -0.15 0.14 -0.16
H -0.663596 2.110285 -3.189372 0.70 -0.11 0.00
```
Positions in Å, forces in eV/Å.


2.
Computed, not measured: a structure of composition C50H80BF7MgN2O23P, with ωB97M-V/def2-TZVPD.

Summary:
- net charge = +1
- HOMO energy (Eh) = -0.3128

```
165
Properties=species:S:1:pos:R:3:forces:R:3
C -0.481573 4.391817 2.860006 -0.45 0.73 0.95
C -1.999639 3.807608 2.602968 -1.96 -2.40 -5.73
O -2.462525 3.376508 1.397484 3.12 2.89 8.17
O -2.921051 3.785089 3.778327 7.71 -3.96 -2.03
C -3.248715 2.403960 4.165452 -0.09 -1.73 1.34
C -1.953249 1.396335 4.288634 0.68 -0.18 -0.21
C -2.088743 0.351104 5.583794 -0.77 0.43 -0.28
C -0.989468 -0.865238 5.550424 -0.55 -0.23 0.06
C 0.546207 -0.384855 6.002920 -0.81 -0.87 -0.60
C 1.430220 0.116579 4.674656 -1.32 0.13 -0.17
C 2.482325 -1.037706 4.174750 0.02 0.25 1.33
C 3.616601 -0.531943 3.106039 -0.07 -1.32 0.40
C 3.078156 -0.289348 1.576710 -0.36 1.82 0.32
F 1.701648 0.332150 1.520191 2.09 -1.86 0.30
O 3.223651 -1.436131 0.669566 -2.66 0.35 2.81
C 2.582597 -2.654153 1.176113 0.84 -2.09 -0.42
F 1.132523 -2.546944 1.450327 3.15 0.17 -0.88
C 2.857445 -3.826971 0.015294 0.19 0.34 1.92
N 1.914196 -3.741137 -1.161321 1.78 0.82 0.11
C 2.405709 -2.817473 -2.252711 -1.07 0.31 -1.17
C 1.354220 -1.557325 -2.448447 -0.43 -0.95 0.13
C 1.369882 -0.894508 -3.949655 -0.50 2.03 1.11
F 2.415466 -1.436480 -4.857730 -1.87 0.06 1.43
P 4.242301 1.089991 0.838656 2.71 -0.10 -0.70
O 4.229928 2.519353 1.832695 -2.83 -1.97 -1.56
O 3.763198 1.419848 -0.812946 -1.33 1.40 2.96
H -0.624353 5.458872 3.365687 0.31 -2.21 -1.03
H 0.125452 3.734926 3.644048 -1.62 1.25 -1.70
H 0.166124 4.509764 1.892602 -1.74 -0.40 1.70
H -3.716226 2.469243 5.261962 1.06 0.18 -2.68
H -4.080882 2.004981 3.431997 2.26 0.71 1.51
H -1.882544 0.813574 3.258448 -0.04 0.99 2.25
H -0.929468 1.977738 4.419767 -2.24 -0.99 -0.28
H -1.993255 0.942721 6.612470 -0.10 -1.10 -2.28
H -3.215013 -0.041078 5.557615 2.53 0.52 0.06
H -1.384751 -1.724856 6.276464 0.94 1.96 -1.43
H -1.006766 -1.346493 4.467345 0.26 1.02 2.15
H 0.398055 0.460232 6.799002 0.56 -1.62 -1.49
H 1.028361 -1.353793 6.499933 -0.76 2.31 -0.97
H 0.605682 0.308671 3.832888 2.03 -0.43 1.66
H 1.921742 1.172000 4.880543 -0.63 -2.30 -0.35
H 1.864531 -1.979362 3.835973 1.28 1.96 0.38
H 3.077768 -1.385391 5.149366 -1.16 0.75 -2.12
H 4.430302 -1.403307 3.043693 -1.71 1.94 -0.09
H 4.201180 0.391623 3.569856 -1.49 -1.69 -1.34
H 3.090804 -3.098562 2.160156 -1.27 1.57 -1.88
H 4.004984 -3.708847 -0.273732 -2.64 -0.14 0.27
H 2.789544 -4.854216 0.612765 -0.17 2.29 -1.60
H 0.923664 -3.565239 -0.887045 1.36 0.11 -0.03
H 3.525304 -2.497579 -2.133528 -2.32 -0.54 -0.02
H 2.339670 -3.442254 -3.267944 0.31 1.20 1.79
H 0.267459 -2.029774 -2.303959 2.31 1.00 -0.31
H 1.481771 -0.766672 -1.577819 -0.05 -1.52 -2.05
H 1.613352 0.264719 -3.807051 -0.33 -2.66 -0.64
H 0.308343 -0.948315 -4.473341 2.47 -0.25 0.85
H 3.304196 2.833503 2.051985 1.22 -0.27 -0.17
H 3.179407 2.234371 -0.781439 0.65 -1.24 -0.40
O 1.660466 -4.458883 -5.771230 -0.01 0.11 -0.44
H 2.039721 -4.530635 -6.684029 -0.19 0.08 0.45
H 0.674797 -4.561218 -5.779568 0.16 -0.16 0.08
H 1.933157 -3.613916 -5.331216 0.08 0.19 0.03
C -0.861196 7.372702 7.749249 -0.10 -0.30 -0.02
C 0.022884 7.228384 6.521156 -0.21 0.14 0.03
O -0.653301 7.510625 5.298383 0.05 -0.19 -0.12
C -1.194065 8.822565 5.160713 0.10 0.06 -0.11
C -0.147307 9.920250 5.250360 0.19 -0.03 0.07
H -1.736319 6.715558 7.670911 0.17 0.09 0.02
H -0.303410 7.110859 8.654324 -0.08 0.05 -0.13
H -1.230185 8.393218 7.868374 0.03 0.23 0.08
H 0.367220 6.191210 6.457153 -0.12 0.07 -0.20
H 0.921804 7.846005 6.607438 0.00 0.11 0.07
H -1.994664 8.979031 5.891129 0.06 -0.03 0.04
H -1.666520 8.865841 4.172350 0.11 -0.26 0.17
H 0.353567 9.930069 6.221221 -0.12 0.08 -0.01
H -0.609964 10.900369 5.101060 0.06 -0.11 -0.02
H 0.623949 9.776610 4.485938 -0.15 0.04 0.04
F 2.567941 5.448148 2.631502 -0.42 -0.17 -0.42
C 3.545069 5.615920 3.532438 1.18 0.24 1.09
C 3.280351 6.310693 4.707542 -0.13 -0.03 -0.05
C 4.296070 6.481177 5.648196 0.20 -0.25 -0.36
C 5.569452 5.963819 5.397964 -0.06 0.00 0.00
C 5.826593 5.272318 4.213214 -0.36 0.19 0.21
C 4.807792 5.092387 3.277958 -0.07 0.07 -0.15
H 2.287465 6.712659 4.880907 0.05 -0.03 -0.07
H 4.097229 7.016091 6.573549 0.00 -0.08 -0.19
H 6.362565 6.100891 6.129917 -0.16 -0.02 -0.15
H 6.819543 4.874118 4.018813 -0.21 0.06 0.00
H 4.987858 4.549751 2.355867 0.01 0.17 0.15
C -0.814087 -7.624541 -2.751550 0.03 -0.59 1.08
C 0.113692 -6.833934 -2.208514 0.55 1.66 -1.93
C 0.583120 -7.039433 -0.810286 0.57 -0.17 1.64
O 1.450554 -6.308658 -0.344950 -0.92 -0.94 -0.80
C -0.028305 -8.127234 -0.030895 0.38 0.57 -0.21
C -0.958553 -8.915533 -0.572990 -0.74 -1.60 1.55
C -1.407688 -8.727184 -1.979737 -0.61 -0.41 -0.57
O -2.251207 -9.479324 -2.456099 0.99 0.67 0.10
O -1.539287 -9.938002 0.154679 0.55 1.52 -1.95
O 0.674284 -5.793866 -2.926927 -0.65 -1.63 1.18
H -1.162859 -7.487863 -3.767423 3.32 0.10 3.85
H 0.309129 -8.254319 0.989754 -0.02 0.01 -0.07
H -2.179012 -10.363021 -0.457376 0.11 0.03 0.39
H 1.318276 -5.372744 -2.316838 0.22 0.47 0.42
C -2.919285 10.902424 7.624434 0.61 -0.58 -1.92
O -1.959494 10.396233 8.384025 -0.74 0.42 -0.13
H -2.657167 11.161768 6.584536 0.78 0.20 0.12
H -3.815211 10.279835 7.459936 -0.48 -0.44 0.99
H -3.384446 11.845285 7.958993 -0.17 0.30 0.93
C 3.357567 -0.199462 -7.474203 -0.25 0.37 -0.05
C 4.428543 -1.167460 -8.053304 -0.69 0.78 2.48
C 5.659243 -0.368042 -8.565170 0.34 -0.14 -0.72
C 5.451684 0.316862 -9.912168 -0.25 0.03 0.04
C 4.902266 -0.661003 -10.946586 0.68 0.07 0.41
C 3.615554 -1.376502 -10.465156 -2.15 0.50 -1.80
N 3.789604 -2.014032 -9.117457 6.06 -3.39 -1.66
O 4.583334 -3.162653 -9.287273 -3.54 3.53 0.93
C 2.444227 -0.356619 -10.435742 -0.06 0.15 0.33
C 3.174958 -2.404183 -11.558014 0.51 -0.43 0.48
C 4.900966 -1.994855 -6.810927 0.28 -0.46 -0.80
H 2.343023 -0.600335 -7.592685 0.21 0.09 -0.07
H 3.487407 -0.036628 -6.396801 0.22 -0.18 -0.40
H 3.395506 0.792453 -7.930637 -0.09 -0.18 -0.09
H 6.521184 -1.041576 -8.662735 -0.27 -0.14 0.09
H 5.948519 0.389023 -7.825822 -0.32 -0.29 0.13
H 4.782723 1.177886 -9.804632 0.04 -0.08 -0.03
H 6.408016 0.719411 -10.265866 -0.13 -0.06 0.09
H 4.708884 -0.119329 -11.882433 -0.33 -0.28 0.22
H 5.681697 -1.397808 -11.182546 -0.26 -0.13 0.14
H 1.529297 -0.814201 -10.037616 0.21 0.04 -0.09
H 2.215086 0.001633 -11.445278 0.20 -0.30 0.11
H 2.651638 0.538553 -9.854479 0.03 -0.09 0.08
H 3.953363 -3.140796 -11.787822 -0.13 0.16 0.26
H 2.943567 -1.898214 -12.503756 0.08 0.17 0.44
H 2.273018 -2.944823 -11.247088 0.16 0.11 0.01
H 4.084846 -2.606075 -6.407160 0.04 0.09 -0.07
H 5.246512 -1.333691 -6.006310 -0.30 0.09 -0.38
H 5.744939 -2.652963 -7.040720 -0.29 0.01 -0.14
C -5.974060 -9.224998 -3.545848 -0.37 -0.15 -0.28
C -5.321246 -9.833864 -2.320462 0.31 0.31 0.04
O -5.959965 -9.476910 -1.099374 -0.85 0.40 -0.11
C -7.172059 -10.178275 -0.702862 2.02 -1.46 -0.86
O -6.986527 -11.494123 -0.735691 -1.12 1.33 0.20
C -8.463684 -9.700889 -1.477814 -1.25 0.70 -0.62
F -8.425919 -8.354667 -1.702543 0.22 -0.85 0.20
F -9.594373 -9.912351 -0.745136 1.17 -0.14 -0.37
F -8.665977 -10.285698 -2.682981 0.24 0.13 0.89
H -6.287815 -8.193800 -3.358894 0.12 -0.09 0.02
H -5.280870 -9.238469 -4.392500 0.04 -0.01 0.03
H -6.853675 -9.794847 -3.849531 0.12 0.16 -0.04
H -4.310108 -9.415403 -2.248897 -0.44 -0.11 0.27
H -5.189314 -10.915187 -2.428587 -0.28 -0.02 0.16
H -7.343420 -9.731730 0.287910 -0.17 -0.15 0.46
B -7.872994 4.850396 4.002066 -1.54 0.22 0.07
O -8.570544 5.506612 5.112504 -0.11 0.01 -0.61
C -9.710702 6.005326 4.614632 -1.10 1.68 4.43
O -10.534522 6.617921 5.274438 1.31 -0.98 -1.17
C -9.802765 5.707209 3.209301 -1.68 -0.22 -4.55
O -10.718418 6.022270 2.466695 1.47 -0.47 1.29
O -8.720698 5.019648 2.817649 -0.02 0.26 0.57
O -6.549616 5.445318 3.789598 2.15 -1.36 0.11
C -5.652288 4.461171 3.941144 -0.07 3.51 -0.91
O -4.446309 4.612610 3.831832 -5.08 3.83 0.30
C -6.326946 3.226893 4.247258 -2.68 -4.24 1.11
O -5.794183 2.146590 4.443535 -1.29 1.36 -0.14
O -7.651195 3.429681 4.289411 2.02 -0.09 -0.12
Mg -2.083742 -7.502846 -4.881721 -3.51 0.04 -4.44
```
Positions in Å, forces in eV/Å.


E_tot, record by record: -25135.8288, -137616.8003 eV
Frontier orbital gap, record by record: 9.7700, 0.7148 eV
Max |F|, record by record: 0.04996, 0.17918 hartree/bohr